# 1
The following is a DFT calculation (wB97M-V/def2-TZVPD) of an isolated molecule of C18H20N2O5S.

Last column: Löwdin charge in e.
CARTESIAN COORDINATES (ANGSTROEM)
C  4.05  -4.63  -2.83  -0.071
H  4.57  -4.50  -1.89  0.072
H  4.44  -3.92  -3.55  0.069
C  2.55  -4.41  -2.60  -0.254
N  2.24  -3.10  -2.09  -0.264
S  2.60  -2.78  -0.50  0.670
O  2.84  -4.03  0.16  -0.279
O  3.58  -1.73  -0.38  -0.278
C  1.02  -2.14  0.06  -0.249
C  0.78  -0.78  0.06  0.002
C  -0.46  -0.30  0.45  -0.122
C  -1.46  -1.20  0.82  -0.024
C  -1.21  -2.57  0.80  -0.052
C  0.04  -3.04  0.43  -0.045
H  0.27  -4.09  0.42  0.116
H  -1.99  -3.26  1.08  0.109
H  -2.44  -0.85  1.09  0.116
C  -0.69  1.18  0.41  -0.419
O  -0.24  1.87  -0.48  0.090
N  -1.43  1.64  1.46  0.133
C  -1.83  2.94  1.76  -0.214
C  -1.55  4.02  0.92  -0.010
C  -1.96  5.31  1.24  0.020
C  -2.66  5.48  2.41  -0.208
C  -2.94  4.40  3.25  -0.203
C  -2.54  3.13  2.95  0.065
H  -2.76  2.31  3.61  0.124
O  -3.64  4.85  4.34  0.037
C  -3.79  6.24  4.17  -0.158
O  -3.17  6.63  2.96  0.033
H  -3.31  6.77  5.01  0.140
H  -4.86  6.50  4.14  0.140
H  -1.74  6.14  0.60  0.121
H  -1.00  3.85  0.01  0.099
H  -1.68  0.95  2.16  0.135
H  1.56  -0.10  -0.23  0.129
C  2.28  -1.97  -2.99  -0.251
C  0.88  -1.61  -3.49  -0.062
H  0.23  -1.35  -2.66  0.063
H  0.44  -2.45  -4.02  0.072
H  0.94  -0.76  -4.17  0.077
H  2.93  -2.19  -3.84  0.119
H  2.71  -1.13  -2.45  0.107
H  1.99  -4.56  -3.53  0.122
H  2.20  -5.13  -1.86  0.109
H  4.22  -5.64  -3.20  0.076

Its frontier orbital gap is 8.23 eV. The molar mass comes out at 376.43 g mol⁻¹. The calculation puts the relative energy (zero: lowest compared OMol25 entry of this formula, charge and spin) at 1.290 eV. Its largest force on an atom is 1.27 eV/Å. As for the SMILES: CCN(CC)S(=O)(=O)c1cccc(C(=O)Nc2ccc3c(c2)OCO3)c1. For the lowest unoccupied orbital energy, the calculation gives 0.293 eV. The value obtained for the total energy is -1581.7997 hartree.

# 2
The following is a DFT calculation (wB97M-V/def2-TZVPD) of an isolated molecule of C18H20N2O5S.

Last column: Löwdin charge in e.
CARTESIAN COORDINATES (ANGSTROEM)
C  3.44  3.32  -2.13  -0.073
C  2.68  2.05  -1.96  -0.257
C  2.39  1.45  -0.67  -0.062
C  1.88  0.26  -0.61  -0.044
C  1.48  -0.37  -1.88  -0.258
C  1.86  0.02  -3.02  -0.071
C  2.59  1.26  -3.12  -0.030
H  2.45  1.58  -4.23  0.147
H  1.40  -0.63  -3.95  0.193
N  0.87  -1.73  -1.60  -0.135
S  1.46  -3.02  -0.38  0.756
O  1.15  -4.30  -0.90  -0.261
O  1.06  -2.25  0.76  -0.363
C  3.25  -2.65  -0.53  -0.097
H  3.66  -3.45  -0.26  -0.054
H  3.74  -1.71  -0.05  0.109
H  3.59  -2.39  -1.66  0.139
C  -0.45  -1.73  -1.88  -0.370
C  -1.43  -3.08  -1.55  0.025
H  -0.75  -3.94  -2.05  0.097
H  -2.35  -2.97  -1.99  0.041
H  -1.10  -3.44  -0.45  0.094
H  -0.66  -1.63  -2.89  0.109
C  -1.12  -0.68  -1.05  -0.267
O  -2.17  0.08  -1.88  -0.190
N  -1.08  -0.58  0.22  0.097
C  -1.35  0.47  1.08  -0.178
C  -1.06  0.01  2.49  -0.002
C  -1.15  0.96  3.50  -0.009
C  -2.08  2.07  3.23  -0.218
C  -2.69  2.14  1.89  -0.078
C  -2.33  1.40  0.72  0.114
H  -2.67  1.53  -0.11  0.009
O  -3.35  3.43  1.78  -0.035
C  -3.37  3.86  3.14  -0.101
O  -2.70  2.86  4.12  -0.017
H  -4.59  3.83  3.45  0.184
H  -2.87  4.83  3.40  0.136
H  -0.91  0.78  4.49  0.080
H  -0.21  -0.89  2.68  0.165
H  -0.30  -1.22  0.67  0.123
H  1.95  -0.32  0.51  0.176
H  2.93  1.97  0.05  0.100
H  4.24  3.36  -3.09  0.153
H  2.64  3.93  -2.56  0.076
H  3.83  3.76  -1.25  0.049

Its frontier orbital gap is 7.51 eV. The molar mass comes out at 376.43 g mol⁻¹. The calculation puts the relative energy (zero: lowest compared OMol25 entry of this formula, charge and spin) at 14.823 eV. Its largest force on an atom is 13.76 eV/Å. As for the SMILES: Cc1ccc(N([C@@H](C)C(=O)Nc2ccc3c(c2)OCO3)S(C)(=O)=O)cc1. For the lowest unoccupied orbital energy, the calculation gives 0.094 eV. The value obtained for the total energy is -1581.3024 hartree.

# 3
The following is a DFT calculation (wB97M-V/def2-TZVPD) of an isolated molecule of C18H20N2O6.

Last column: Löwdin charge in e.
CARTESIAN COORDINATES (ANGSTROEM)
C  -5.48  -1.06  -0.37  0.017
C  -4.23  -1.48  -0.31  -0.160
C  -3.22  -1.31  -1.41  -0.142
N  -2.01  -0.66  -0.94  0.001
C  -1.83  0.67  -0.77  -0.430
O  -0.76  1.09  -0.36  0.092
C  -2.96  1.63  -1.10  -0.054
H  -3.86  1.13  -1.45  0.102
C  -3.28  2.47  0.14  -0.069
C  -4.04  1.64  1.16  -0.537
O  -5.20  1.77  1.43  0.111
O  -3.27  0.71  1.73  0.097
H  -3.79  0.20  2.38  0.140
H  -3.90  3.32  -0.13  0.129
H  -2.34  2.81  0.59  0.129
H  -2.59  2.30  -1.88  0.136
C  -0.91  -1.49  -0.48  -0.151
C  -0.77  -1.58  1.04  -0.001
C  0.68  -1.26  1.33  -0.397
O  1.23  -1.36  2.40  0.117
N  1.27  -0.84  0.16  0.101
C  0.43  -0.86  -0.93  -0.395
O  0.73  -0.60  -2.07  0.133
C  2.59  -0.32  0.09  -0.179
C  2.81  0.89  -0.55  0.012
C  4.09  1.40  -0.62  0.012
C  5.16  0.71  -0.04  -0.275
C  4.93  -0.50  0.60  -0.012
C  3.64  -1.01  0.67  0.003
H  3.46  -1.95  1.17  0.118
H  5.73  -1.05  1.06  0.103
O  6.38  1.30  -0.17  -0.084
C  7.50  0.66  0.39  -0.092
H  8.35  1.30  0.17  0.092
H  7.40  0.55  1.48  0.095
H  7.67  -0.33  -0.06  0.095
H  4.30  2.33  -1.11  0.119
H  1.98  1.43  -0.98  0.118
H  -1.04  -2.56  1.44  0.131
H  -1.38  -0.82  1.53  0.118
H  -0.99  -2.47  -0.95  0.164
H  -3.65  -0.75  -2.25  0.125
H  -2.94  -2.30  -1.79  0.130
H  -3.87  -1.99  0.57  0.104
H  -6.18  -1.20  0.43  0.064
H  -5.87  -0.55  -1.25  0.068

Its frontier orbital gap is 8.79 eV. The molar mass comes out at 360.37 g mol⁻¹. The calculation puts the relative energy (zero: lowest compared OMol25 entry of this formula, charge and spin) at 0.000 eV. Its largest force on an atom is 0.76 eV/Å. As for the SMILES: C=CCN(C(=O)CCC(=O)O)[C@@H]1CC(=O)N(c2ccc(OC)cc2)C1=O. For the lowest unoccupied orbital energy, the calculation gives 0.548 eV. The value obtained for the total energy is -1258.9102 hartree.

# 4
The following is a DFT calculation (wB97M-V/def2-TZVPD) of an isolated molecule of C18H20N4O2S.

Last column: Löwdin charge in e.
CARTESIAN COORDINATES (ANGSTROEM)
O  -0.90  2.72  0.14  -0.265
S  0.48  2.57  -0.25  0.675
O  1.10  3.62  -1.00  -0.272
N  1.40  2.21  1.08  -0.248
C  2.72  2.77  1.16  -0.193
H  3.25  2.24  1.96  0.123
C  2.78  4.29  1.40  -0.184
C  1.54  4.85  2.10  -0.198
H  1.74  5.89  2.34  0.110
C  1.14  4.10  3.38  -0.192
C  0.14  2.98  3.10  -0.183
H  -0.23  2.58  4.05  0.112
C  0.74  1.82  2.30  -0.196
H  1.46  1.27  2.91  0.129
H  -0.07  1.13  2.02  0.113
H  -0.70  3.38  2.54  0.103
H  2.03  3.69  3.87  0.113
H  0.68  4.80  4.07  0.107
H  0.70  4.82  1.40  0.099
H  3.67  4.52  1.99  0.110
H  2.87  4.79  0.44  0.099
H  3.23  2.53  0.22  0.116
C  0.66  1.05  -1.18  -0.245
C  -0.08  -0.06  -0.83  0.004
C  0.11  -1.27  -1.51  -0.151
C  1.04  -1.32  -2.54  -0.020
C  1.77  -0.19  -2.89  -0.061
C  1.58  1.00  -2.21  -0.058
H  2.13  1.89  -2.46  0.109
H  2.48  -0.25  -3.70  0.107
H  1.20  -2.24  -3.08  0.107
C  -0.67  -2.43  -1.11  -0.225
C  -0.82  -3.63  -1.78  -0.002
N  -1.64  -4.39  -1.02  0.006
C  -2.14  -5.64  -1.15  -0.031
C  -2.95  -6.11  -0.16  -0.046
C  -3.23  -5.28  0.95  -0.132
N  -2.74  -4.07  1.08  0.147
C  -1.96  -3.60  0.12  -0.341
N  -1.37  -2.44  0.05  0.182
H  -3.86  -5.62  1.75  0.106
H  -3.38  -7.10  -0.22  0.100
H  -1.88  -6.20  -2.03  0.132
H  -0.43  -3.98  -2.72  0.120
H  -0.81  -0.01  -0.04  0.112

Its frontier orbital gap is 8.37 eV. The molar mass comes out at 356.45 g mol⁻¹. The calculation puts the relative energy (zero: lowest compared OMol25 entry of this formula, charge and spin) at 1.867 eV. Its largest force on an atom is 1.10 eV/Å. As for the SMILES: O=S(=O)(c1cccc(-c2cn3cccnc3n2)c1)N1CCCCCC1. For the lowest unoccupied orbital energy, the calculation gives -0.051 eV. The value obtained for the total energy is -1465.5998 hartree.

# 5
The following is a DFT calculation (wB97M-V/def2-TZVPD) of an isolated molecule of C18H20N4O3S.

Last column: Löwdin charge in e.
CARTESIAN COORDINATES (ANGSTROEM)
C  -6.20  3.77  -2.11  -0.390
H  -6.53  2.88  -1.57  0.037
H  -6.35  4.67  -1.52  0.039
H  -6.74  3.84  -3.05  0.030
S  -4.45  3.60  -2.57  0.937
C  -3.62  3.56  -1.01  -0.449
C  -4.25  3.56  0.22  -0.089
C  -3.51  3.55  1.39  -0.085
C  -2.12  3.55  1.34  -0.076
C  -1.48  3.54  0.11  -0.004
C  -2.22  3.55  -1.06  -0.311
O  -1.58  3.57  -2.29  -0.081
C  -1.41  2.29  -2.88  -0.119
C  -0.56  1.40  -2.03  -0.228
C  0.77  1.41  -1.73  0.074
C  0.91  0.35  -0.79  -0.184
N  -0.25  -0.22  -0.58  0.120
O  -1.17  0.43  -1.33  0.034
C  2.16  -0.10  -0.13  -0.441
O  3.22  0.46  -0.29  0.078
N  1.98  -1.17  0.67  0.105
H  1.05  -1.56  0.72  0.141
C  3.05  -1.81  1.40  -0.316
C  3.16  -3.24  0.97  -0.173
C  3.39  -4.37  1.72  -0.027
N  3.41  -5.42  0.87  -0.224
N  3.20  -5.04  -0.38  0.072
C  3.05  -3.73  -0.35  -0.100
H  2.87  -3.18  -1.25  0.109
C  3.62  -6.80  1.19  -0.024
H  4.61  -6.95  1.62  0.088
H  3.55  -7.37  0.26  0.088
H  2.87  -7.16  1.89  0.088
H  3.55  -4.51  2.77  0.124
C  2.82  -1.68  2.90  -0.041
H  3.67  -2.07  3.45  0.077
H  2.69  -0.63  3.16  0.081
H  1.93  -2.23  3.20  0.084
H  3.96  -1.27  1.12  0.150
H  1.54  2.05  -2.09  0.128
H  -0.92  2.48  -3.84  0.144
H  -2.38  1.80  -3.04  0.112
H  -0.41  3.55  0.05  0.123
H  -1.54  3.54  2.25  0.104
H  -4.01  3.54  2.34  0.104
H  -5.33  3.57  0.29  0.091

Its frontier orbital gap is 8.91 eV. The molar mass comes out at 372.45 g mol⁻¹. The calculation puts the relative energy (zero: lowest compared OMol25 entry of this formula, charge and spin) at 3.343 eV. Its largest force on an atom is 1.05 eV/Å. As for the SMILES: CSc1ccccc1OCc1cc(C(=O)N[C@@H](C)c2cnn(C)c2)no1. For the lowest unoccupied orbital energy, the calculation gives 0.712 eV. The value obtained for the total energy is -1540.7961 hartree.